The following is a DFT calculation (ωB97M-V/def2-TZVPD) of a 2-piece molecular cluster, C3H7O3 overall.

Structure (ORCA input):
```
! RIJCOSX wB97M-V def2-TZVPD def2/J DEFGRID3
* xyz -1 1
O -1.12849 0.84060 -0.60260
O -0.16398 -0.52664 0.97191
O 2.33047 -0.26404 0.21540
C -2.44545 -0.85638 0.39464
C 2.33443 0.92728 -0.57019
C -1.08348 -0.06766 0.23732
H 1.36975 -0.48363 0.43425
H 2.19946 0.57062 -1.61102
H -2.20740 -1.89287 0.15053
H -3.20657 -0.46864 -0.28134
H -2.85293 -0.75619 1.40750
H 1.53329 1.61195 -0.31115
H 3.32089 1.36559 -0.43526
*
```

## Properties
LUMO energy: 4.36 eV
largest force on an atom: 2.02 eV Å⁻¹
DFT total energy: -9368.4628 eV

The following is a DFT calculation (ωB97M-V/def2-TZVPD) of a 2-piece molecular cluster, C4H12O2 overall.

Structure (ORCA input):
```
! RIJCOSX wB97M-V def2-TZVPD def2/J DEFGRID3
* xyz 0 1
O 5.47408 1.52599 -0.57143
O -4.66684 -2.51168 -1.33457
C 4.07680 1.47666 -0.14153
C -4.46282 -1.16212 -1.04928
C 3.99429 0.77135 1.21470
C -3.81615 -0.94868 0.34684
H -4.40760 -0.37369 1.06522
H -3.57222 -1.98684 0.59237
H 5.71700 2.25453 0.01803
H -5.35748 -0.45522 -1.16501
H 3.65499 2.46955 0.10321
H 3.53273 0.89374 -0.90342
H -3.77043 -0.74801 -1.80164
H 2.98866 0.90271 1.69792
H 4.66586 1.34350 1.88344
H -5.57405 -2.78692 -1.48796
H -2.83747 -0.39457 0.29485
H 4.36066 -0.27031 1.23825
*
```

## Properties
SMILES: CCO.CCO
LUMO energy: 0.92 eV
largest force on an atom: 2.98 eV Å⁻¹
DFT total energy: -8436.1237 eV

The following is a DFT calculation (ωB97M-V/def2-TZVPD) of an isolated molecule of C3H4BrClO.

Structure (ORCA input):
```
! RIJCOSX wB97M-V def2-TZVPD def2/J DEFGRID3
* xyz 0 1
Br 0.05500 1.72781 1.58342
Cl -1.97412 -1.56531 -0.36287
O 1.66856 -0.23683 -1.22168
C -1.06941 -0.00661 -0.54250
C 0.00041 0.06017 0.55216
C 1.45547 -0.20856 -0.05568
H 2.23911 0.02462 0.67825
H -0.13149 -0.62464 1.37449
H -0.39723 0.03434 -1.53627
H -1.84630 0.79501 -0.46933
*
```

## Properties
SMILES: O=C[C@@H](Br)CCl
LUMO energy: -0.04 eV
largest force on an atom: 3.20 eV Å⁻¹
DFT total energy: -87787.3183 eV

The following is a DFT calculation (ωB97M-V/def2-TZVPD) of an isolated molecule of C16H20F2N4O4S2.

Structure (ORCA input):
```
! RIJCOSX wB97M-V def2-TZVPD def2/J DEFGRID3
* xyz 0 1
S 3.51389 3.11279 -1.70187
S -1.63894 -0.23440 -0.19332
F -6.01416 2.35573 2.53008
F -8.40058 1.17230 3.41792
O 4.77944 -3.53567 1.41466
O -4.49139 0.77102 0.62905
O 4.67471 2.92434 -0.81820
O 3.31178 4.48827 -2.03263
N 0.50712 1.33739 -0.74162
N 2.86236 -1.86908 0.12739
N 2.08638 2.75168 -0.86750
N 0.84160 -0.92599 -0.19720
C 2.69835 0.51274 -0.40408
C -5.49073 0.30397 1.36031
C -3.33136 1.12560 1.41081
C 4.31143 -1.93222 -0.41683
C -7.73718 -0.81207 2.44319
C -5.85185 -1.05548 1.01323
C 2.17382 -0.70745 -0.18744
C 1.83524 1.47501 -0.64002
C -6.36454 1.08222 2.16017
C 5.05619 -3.15799 0.04507
C -2.09719 1.35295 0.56996
C -7.06985 -1.60890 1.48804
C 3.52382 2.03188 -3.16756
C 0.08004 0.11991 -0.44960
C 4.36606 -1.95485 -1.91917
C -7.50461 0.44514 2.67813
H 3.66462 0.87388 -0.08185
H -1.35295 1.65181 1.29356
H -5.20973 -1.64764 0.45492
H 2.33229 -2.71978 0.14832
H 3.34280 0.96704 -2.98914
H -2.32291 2.11774 -0.15631
H 2.70764 2.35649 -3.81882
H -3.14676 0.32247 2.15102
H 1.26744 3.24902 -1.20223
H -3.55902 2.03968 1.99644
H 6.07247 -2.89445 -0.06204
H 3.74891 -2.80499 -2.35012
H 4.17167 -2.84939 1.81207
H 3.88908 -1.05685 -2.19170
H -8.58313 -1.31751 2.80485
H 5.39956 -2.08609 -2.18925
H 4.46815 2.01619 -3.69889
H 4.88710 -3.97971 -0.62270
H -7.28235 -2.67508 1.23588
H 4.87529 -1.13164 -0.08498
*
```

## Properties
SMILES: C[C@H](CO)Nc1cc(NS(C)(=O)=O)nc(SCCOc2cccc(F)c2F)n1
LUMO energy: 0.37 eV
largest force on an atom: 5.62 eV Å⁻¹
DFT total energy: -58169.2913 eV

Values for Kohn-Sham gap, eV, ordered as above
8.79 11.25 10.31 9.47
Values for HOMO, eV, ordered as above
-4.432 -10.322 -10.348 -9.098
Values for energy relative to the best compared isomer or geometry (same formula, charge and spin), eV, ordered as above
0.6955 1.3903 0.6696 1.3767